# 1
{
  "formula": "C24H29Cl5N6Pb",
  "method": "ωB97M-V with the def2-TZVPD basis set",
  "orbital_gap_ev": 7.1,
  "homo_energy_ev": -14.15,
  "relative_energy_kcal_mol": 0.0,
  "charge": 2,
  "elements": ["Pb", "N", "C", "C", "N", "C", "C", "N", "C", "C", "N", "H", "H", "H", "H", "H", "H", "H", "H", "H", "H", "H", "H", "H", "H", "H", "H", "H", "H", "C", "N", "C", "C", "C", "C", "C", "N", "C", "C", "C", "C", "C", "C", "H", "H", "H", "H", "H", "H", "H", "H", "H", "H", "H", "Cl", "C", "C", "C", "Cl", "C", "Cl", "C", "Cl", "C", "Cl"],
  "positions_angstrom": [[0.18, -0.72, -0.16], [0.13, -2.66, -1.79], [0.02, -2.25, -3.20], [-0.79, -0.96, -3.27], [-0.20, 0.14, -2.46], [-1.16, 1.27, -2.44], [-2.21, 1.13, -1.37], [-1.56, 0.89, -0.07], [1.09, 0.57, -3.07], [1.66, 1.87, -2.51], [1.48, 1.94, -1.05], [0.93, -3.28, -1.63], [-0.69, -3.19, -1.51], [-0.47, -3.00, -3.81], [1.02, -2.10, -3.60], [-1.79, -1.16, -2.89], [-0.88, -0.64, -4.31], [-1.64, 1.37, -3.42], [-0.61, 2.19, -2.25], [-2.90, 0.31, -1.57], [-2.80, 2.04, -1.33], [-2.24, 0.59, 0.62], [-1.13, 1.74, 0.29], [0.95, 0.67, -4.15], [1.81, -0.23, -2.91], [1.16, 2.73, -2.98], [2.70, 1.94, -2.81], [1.31, 2.90, -0.76], [2.33, 1.65, -0.59], [0.36, 0.86, 2.88], [1.08, 0.43, 1.69], [2.37, 0.40, 1.68], [3.06, -0.22, 0.59], [4.41, -0.48, 0.40], [4.51, -1.27, -0.76], [3.22, -1.47, -1.21], [2.34, -0.82, -0.41], [-0.56, 2.02, 2.61], [-1.91, 1.94, 2.96], [-2.78, 2.98, 2.65], [-2.31, 4.10, 1.98], [-0.96, 4.20, 1.66], [-0.09, 3.16, 1.98], [1.08, 1.11, 3.67], [-0.22, 0.00, 3.25], [2.95, 0.80, 2.51], [5.22, -0.14, 1.03], [5.41, -1.66, -1.21], [2.90, -2.03, -2.08], [-2.28, 1.07, 3.50], [-3.82, 2.91, 2.93], [-2.99, 4.91, 1.74], [-0.59, 5.09, 1.17], [0.96, 3.25, 1.75], [1.64, -2.70, 2.22], [-0.07, -2.90, 2.14], [-0.81, -2.25, 1.15], [-2.15, -2.56, 1.02], [-3.04, -1.93, -0.33], [-2.80, -3.42, 1.90], [-4.46, -3.77, 1.71], [-2.07, -4.01, 2.93], [-2.83, -5.05, 4.04], [-0.69, -3.76, 3.04], [0.21, -4.52, 4.27]],
  "mulliken_charge": [1.88, -0.50, -0.95, -1.05, 0.88, -0.61, -1.08, -0.02, -0.51, -1.55, -0.22, 0.25, 0.28, 0.48, 0.35, 0.50, 0.42, 0.33, 0.47, 0.41, 0.49, 0.39, -0.07, 0.52, 0.34, 0.39, 0.49, 0.25, 0.23, -1.59, 0.36, -0.23, -0.41, -0.96, -1.17, -0.68, 1.03, 0.23, -0.24, -0.67, -0.58, -0.72, -0.03, 0.53, 0.34, 0.56, 0.57, 0.51, 0.37, 0.49, 0.46, 0.44, 0.47, 0.59, -0.12, 0.48, -1.19, 0.61, -0.22, -0.12, -0.15, 0.42, -0.12, 0.07, -0.13]
}



# 2
{
  "formula": "C4H16O4",
  "method": "ωB97M-V with the def2-TZVPD basis set",
  "orbital_gap_ev": [11.0, 2.5],
  "homo_energy_ev": [-13.63, -12.98],
  "relative_energy_kcal_mol": 83.1,
  "multiplicity": 2,
  "charge": 1,
  "elements": ["C", "O", "H", "H", "H", "H", "C", "O", "H", "H", "H", "H", "C", "O", "H", "H", "H", "H", "C", "O", "H", "H", "H", "H"],
  "positions_angstrom": [[2.41, 1.53, -1.15], [3.27, 1.51, -2.28], [2.70, 0.72, -0.49], [2.42, 2.52, -0.69], [1.44, 1.28, -1.57], [3.04, 0.81, -2.89], [2.43, -1.34, 1.90], [2.49, -2.00, 3.14], [3.41, -1.30, 1.42], [1.64, -1.81, 1.32], [2.25, -0.27, 2.05], [1.64, -2.24, 3.53], [-3.90, -0.18, -1.75], [-3.74, -1.56, -1.63], [-4.25, 0.02, -2.76], [-4.61, 0.19, -1.01], [-2.96, 0.37, -1.72], [-4.48, -1.92, -1.13], [-0.69, 0.81, 1.22], [-0.97, 0.29, -0.05], [0.10, 1.54, 1.06], [-1.57, 1.21, 1.72], [-0.27, 0.00, 1.83], [-1.81, -0.18, -0.07]],
  "lowdin_spin": [0.06, 0.30, 0.03, 0.00, 0.02, 0.00, 0.05, 0.18, 0.00, 0.00, 0.03, 0.00, 0.01, 0.05, 0.01, 0.00, 0.00, 0.00, 0.03, 0.18, 0.00, 0.01, 0.02, 0.00]
}



# 3
{
  "formula": "C18H38ClN4O10V",
  "method": "ωB97M-V with the def2-TZVPD basis set",
  "orbital_gap_ev": 2.4,
  "homo_energy_ev": -1.95,
  "relative_energy_kcal_mol": 144.3,
  "charge": -2,
  "elements": ["O", "V", "O", "N", "O", "O", "O", "N", "O", "O", "O", "Cl", "C", "C", "C", "C", "C", "C", "N", "O", "C", "C", "C", "H", "H", "H", "H", "H", "H", "H", "H", "H", "H", "H", "H", "H", "H", "H", "H", "H", "H", "H", "C", "C", "C", "C", "C", "C", "N", "O", "C", "C", "C", "H", "H", "H", "H", "H", "H", "H", "H", "H", "H", "H", "H", "H", "H", "H", "H", "H", "H", "H"],
  "positions_angstrom": [[1.81, -1.81, 0.89], [2.57, -0.77, 1.87], [2.42, 0.68, 1.26], [-0.88, 1.21, 5.66], [-0.44, 1.78, 6.65], [-2.03, 1.10, 5.35], [-0.11, 0.50, 4.95], [5.60, 1.91, 6.64], [6.68, 1.37, 6.82], [4.94, 2.38, 7.55], [5.01, 1.52, 5.63], [6.40, -2.09, 1.56], [-3.69, -4.70, 4.17], [-4.96, -5.21, 3.39], [-5.46, -6.46, 4.24], [-6.81, -6.90, 3.78], [-7.82, -5.69, 3.90], [-7.42, -4.44, 3.11], [-5.99, -4.15, 3.37], [-5.43, -3.06, 2.78], [-7.80, -4.67, 1.67], [-8.32, -3.24, 3.63], [-4.53, -5.76, 2.14], [-3.95, -3.91, 4.87], [-3.01, -4.09, 3.58], [-3.14, -5.45, 4.75], [-4.90, -7.38, 4.04], [-5.57, -6.33, 5.32], [-7.36, -7.66, 4.33], [-6.66, -7.33, 2.79], [-7.88, -5.43, 4.95], [-8.75, -6.06, 3.46], [-8.86, -4.44, 1.60], [-7.21, -4.06, 0.99], [-7.63, -5.71, 1.37], [-8.09, -2.32, 3.10], [-9.38, -3.50, 3.60], [-8.14, -3.01, 4.68], [-3.88, -6.61, 2.34], [-4.12, -4.95, 1.54], [-5.26, -6.24, 1.50], [-5.04, -2.54, 3.49], [7.07, 5.62, -4.10], [6.00, 4.46, -4.13], [4.76, 4.85, -3.25], [3.71, 5.79, -3.92], [3.37, 5.08, -5.25], [4.52, 4.92, -6.28], [5.54, 4.12, -5.53], [6.62, 3.69, -6.32], [4.12, 3.97, -7.48], [5.10, 6.22, -6.84], [6.40, 3.17, -3.53], [7.75, 5.42, -3.28], [7.64, 5.77, -5.02], [6.58, 6.59, -3.98], [4.24, 3.95, -2.92], [5.25, 5.35, -2.41], [2.99, 6.14, -3.17], [4.35, 6.67, -3.98], [2.64, 5.67, -5.80], [2.91, 4.09, -5.17], [4.81, 4.08, -8.32], [3.14, 4.21, -7.90], [4.04, 2.90, -7.29], [5.36, 6.97, -6.09], [4.28, 6.65, -7.42], [6.02, 6.04, -7.39], [5.66, 2.37, -3.52], [7.28, 2.79, -4.06], [6.68, 3.19, -2.48], [6.29, 2.80, -6.48]],
  "mulliken_charge": [-0.60, 1.79, -0.51, 0.95, -0.62, -0.65, -0.65, 0.94, -0.65, -0.63, -0.62, -0.73, -1.79, 1.58, -1.23, -0.71, -1.17, 1.42, 0.33, -0.47, -1.76, -1.84, -1.84, 0.45, 0.41, 0.35, 0.43, 0.43, 0.35, 0.33, 0.38, 0.43, 0.47, 0.32, 0.36, 0.39, 0.41, 0.44, 0.43, 0.41, 0.32, 0.36, -1.63, 1.48, -1.39, -0.66, -1.30, 1.63, 0.34, -0.48, -1.95, -1.73, -2.05, 0.44, 0.29, 0.35, 0.46, 0.51, 0.38, 0.28, 0.51, 0.45, 0.43, 0.40, 0.40, 0.33, 0.42, 0.41, 0.42, 0.45, 0.45, 0.35]
}



# 4
{
  "formula": "C3H6N2O2S",
  "method": "ωB97M-V with the def2-TZVPD basis set",
  "orbital_gap_ev": [7.9, 7.9],
  "homo_energy_ev": [-8.31, -8.32],
  "relative_energy_kcal_mol": 149.2,
  "charge": 0,
  "elements": ["C", "C", "C", "N", "N", "O", "O", "S", "H", "H", "H", "H", "H", "H"],
  "positions_angstrom": [[-1.01, 0.54, 0.07], [-1.08, -0.73, 0.87], [-0.38, 0.12, -1.28], [0.15, -1.53, 0.59], [2.41, 0.40, 0.32], [3.08, 1.12, -0.32], [2.25, 0.24, 1.48], [1.00, -1.00, -0.72], [-2.04, 0.82, -0.08], [-0.43, 1.35, 0.50], [-1.13, -0.54, 1.92], [-1.92, -1.30, 0.48], [-0.93, -0.39, -2.07], [0.05, 0.91, -1.75]],
  "mulliken_charge": [-0.53, -0.47, -0.66, -0.37, 0.70, -0.54, -0.46, 0.26, 0.33, 0.31, 0.31, 0.33, 0.38, 0.41]
}



# 5
{
  "formula": "C30H27CoN5O2S3Sb",
  "method": "ωB97M-V with the def2-TZVPD basis set",
  "orbital_gap_ev": [6.9, 5.0],
  "homo_energy_ev": [-4.35, -4.23],
  "relative_energy_kcal_mol": 6.1,
  "multiplicity": 2,
  "charge": -1,
  "elements": ["Co", "S", "Sb", "S", "S", "C", "C", "C", "C", "C", "C", "N", "C", "C", "C", "C", "C", "C", "H", "H", "H", "H", "H", "H", "H", "H", "H", "H", "O", "C", "N", "C", "C", "O", "N", "C", "C", "C", "C", "C", "C", "C", "C", "C", "C", "C", "C", "H", "H", "H", "H", "H", "H", "H", "H", "H", "H", "H", "C", "N", "C", "C", "N", "H", "H", "H", "H", "H", "H"],
  "positions_angstrom": [[-1.95, 0.46, 0.48], [-6.27, 0.36, 1.17], [-4.38, -0.81, 1.96], [-3.32, -1.34, -0.13], [-2.84, 0.97, 2.48], [2.90, 2.42, 2.40], [1.76, 1.85, 2.96], [0.62, 1.64, 2.19], [0.58, 1.98, 0.83], [1.74, 2.56, 0.28], [2.87, 2.77, 1.05], [-0.56, 1.71, 0.09], [-0.66, 2.22, -1.23], [-0.77, 3.60, -1.46], [-0.99, 4.08, -2.75], [-1.09, 3.20, -3.83], [-0.96, 1.84, -3.60], [-0.75, 1.35, -2.31], [3.79, 2.59, 2.99], [1.77, 1.56, 4.00], [-0.26, 1.18, 2.64], [1.75, 2.80, -0.78], [3.76, 3.20, 0.59], [-0.72, 4.27, -0.62], [-1.08, 5.15, -2.91], [-1.26, 3.58, -4.83], [-1.01, 1.15, -4.44], [-0.62, 0.29, -2.13], [-1.82, -2.02, 2.64], [-0.87, -1.91, 1.88], [0.17, -2.81, 1.86], [1.30, -2.32, 1.10], [0.60, -1.14, 0.35], [1.12, -0.58, -0.59], [-0.62, -0.91, 0.92], [1.83, -3.39, 0.16], [1.24, -3.61, -1.08], [1.71, -4.61, -1.92], [2.79, -5.41, -1.53], [3.38, -5.20, -0.29], [2.90, -4.19, 0.55], [2.40, -1.68, 1.96], [2.30, -1.59, 3.34], [3.31, -0.96, 4.08], [4.41, -0.41, 3.44], [4.49, -0.47, 2.05], [3.50, -1.11, 1.32], [0.25, -3.50, 2.58], [0.41, -3.00, -1.39], [1.24, -4.77, -2.88], [3.17, -6.17, -2.19], [4.21, -5.82, 0.03], [3.37, -4.02, 1.51], [1.44, -1.99, 3.85], [3.22, -0.90, 5.16], [5.18, 0.09, 4.01], [5.33, -0.01, 1.54], [3.56, -1.14, 0.24], [-5.69, 0.48, -2.74], [-4.96, 1.71, -2.38], [-5.41, 2.97, -2.94], [-4.06, 1.68, -1.41], [-3.28, 1.63, -0.57], [-5.57, 0.29, -3.80], [-6.75, 0.59, -2.49], [-5.29, -0.35, -2.16], [-5.41, 2.90, -4.03], [-4.73, 3.77, -2.64], [-6.42, 3.21, -2.60]],
  "lowdin_spin": [-0.24, 0.63, 0.14, 0.11, 0.15, 0.02, 0.00, 0.02, 0.00, 0.02, 0.00, 0.09, 0.00, 0.01, 0.00, 0.01, 0.00, 0.00, 0.00, 0.00, 0.00, 0.00, 0.00, 0.00, 0.00, 0.00, 0.00, 0.00, 0.01, 0.00, 0.00, 0.00, 0.00, 0.00, 0.01, 0.00, 0.00, 0.00, 0.00, 0.00, 0.00, 0.00, 0.00, 0.00, 0.00, 0.00, 0.00, 0.00, 0.00, 0.00, 0.00, 0.00, 0.00, 0.00, 0.00, 0.00, 0.00, 0.00, 0.00, 0.00, 0.00, 0.01, 0.00, 0.00, 0.00, 0.00, 0.00, 0.00, 0.00]
}



# 6
{
  "formula": "C3H3BrS",
  "method": "ωB97M-V with the def2-TZVPD basis set",
  "orbital_gap_ev": [7.6, 7.6],
  "homo_energy_ev": [-8.39, -8.39],
  "relative_energy_kcal_mol": 121.0,
  "charge": 0,
  "smiles": "CSC#CBr",
  "elements": ["C", "S", "C", "C", "Br", "H", "H", "H"],
  "positions_angstrom": [[-1.18, 0.36, -0.15], [-0.34, -1.24, -0.59], [1.09, -1.52, 0.15], [1.90, -0.11, 1.01], [2.80, 0.80, -0.21], [-1.32, 0.28, 0.91], [-2.07, 0.12, -0.75], [-0.89, 1.31, -0.37]],
  "mulliken_charge": [-0.88, 0.13, -0.17, -0.12, 0.06, 0.33, 0.27, 0.38]
}



# 7
{
  "formula": "C2H10N2O3",
  "method": "ωB97M-V with the def2-TZVPD basis set",
  "orbital_gap_ev": 10.9,
  "homo_energy_ev": -10.08,
  "relative_energy_kcal_mol": 7.5,
  "charge": 0,
  "smiles": "NCC(N)=O.O.O",
  "elements": ["N", "C", "C", "N", "O", "H", "H", "H", "H", "H", "H", "O", "H", "H", "O", "H", "H"],
  "positions_angstrom": [[-0.26, -0.96, 0.76], [0.22, -1.04, -0.62], [0.42, 0.34, -1.19], [-0.66, 1.15, -1.44], [1.55, 0.75, -1.40], [-0.47, -1.87, 1.13], [0.44, -0.54, 1.36], [1.15, -1.61, -0.74], [-0.55, -1.55, -1.19], [-1.37, 1.22, -0.72], [-0.31, 2.01, -1.83], [-2.81, 0.40, 0.59], [-1.97, -0.07, 0.78], [-3.38, 0.11, 1.30], [2.51, 0.24, 1.26], [2.32, 0.59, 0.37], [3.17, 0.85, 1.60]],
  "mulliken_charge": [-0.58, -0.70, 0.57, -0.42, -0.70, 0.24, 0.20, 0.33, 0.41, 0.26, 0.27, -0.69, 0.45, 0.33, -0.64, 0.38, 0.30]
}



# 8
{
  "formula": "C5H7N3O2S",
  "method": "ωB97M-V with the def2-TZVPD basis set",
  "orbital_gap_ev": 9.8,
  "homo_energy_ev": -9.67,
  "relative_energy_kcal_mol": 137.9,
  "charge": 0,
  "smiles": "C/N=C(\\SC)[C@@H](C#N)[N+](=O)[O-]",
  "elements": ["C", "N", "C", "S", "C", "C", "C", "N", "N", "O", "O", "H", "H", "H", "H", "H", "H", "H"],
  "positions_angstrom": [[0.85, 2.51, -0.80], [0.55, 1.14, -1.32], [0.17, 0.14, -0.69], [-0.19, -0.02, 1.02], [-0.19, -1.75, 1.57], [-0.05, -1.20, -1.72], [-1.37, -1.69, -1.55], [-2.44, -2.05, -1.28], [0.23, -0.70, -3.09], [1.38, -0.65, -3.44], [-0.71, -0.42, -3.76], [1.97, 2.52, -0.56], [0.15, 2.93, 0.06], [0.71, 3.14, -1.72], [0.80, -2.22, 1.22], [-1.02, -2.44, 1.21], [-0.15, -1.80, 2.66], [0.82, -1.98, -1.50]],
  "mulliken_charge": [-0.77, -0.38, 0.28, -0.03, -0.87, 0.11, 0.16, -0.43, 0.99, -0.57, -0.57, 0.29, 0.26, 0.30, 0.28, 0.29, 0.36, 0.30]
}



# 9
{
  "formula": "C30H42FN7O4",
  "method": "ωB97M-V with the def2-TZVPD basis set",
  "orbital_gap_ev": 8.7,
  "homo_energy_ev": -8.03,
  "relative_energy_kcal_mol": 5.4,
  "charge": 0,
  "smiles": "CCN(CC)CCCN(C(=O)Cn1nnc(-c2ccc(OC)c(OC)c2)n1)[C@@H](C(=O)NC(C)(C)C)c1ccc(F)cc1",
  "elements": ["C", "C", "N", "C", "C", "C", "C", "C", "N", "C", "O", "C", "N", "N", "N", "C", "C", "C", "C", "C", "O", "C", "C", "O", "C", "C", "N", "C", "C", "O", "N", "C", "C", "C", "C", "C", "C", "C", "C", "F", "C", "C", "H", "H", "H", "H", "H", "H", "H", "H", "H", "H", "H", "H", "H", "H", "H", "H", "H", "H", "H", "H", "H", "H", "H", "H", "H", "H", "H", "H", "H", "H", "H", "H", "H", "H", "H", "H", "H", "H", "H", "H", "H", "H"],
  "positions_angstrom": [[-4.66, 2.41, -0.23], [-3.47, 1.55, -0.68], [-2.29, 2.28, -1.12], [-2.49, 3.15, -2.27], [-3.05, 2.43, -3.49], [-1.60, 2.99, -0.04], [-0.09, 2.73, -0.09], [0.22, 1.29, 0.34], [1.30, 0.70, -0.43], [1.19, 0.37, -1.73], [2.16, 0.17, -2.45], [-0.23, 0.18, -2.27], [-0.76, -1.07, -1.81], [-1.19, -2.01, -2.61], [-1.57, -2.99, -1.87], [-1.36, -2.63, -0.59], [-1.65, -3.45, 0.56], [-1.49, -2.95, 1.85], [-1.76, -3.78, 2.92], [-2.20, -5.09, 2.75], [-2.41, -5.75, 3.92], [-2.81, -7.10, 3.96], [-2.37, -5.59, 1.44], [-2.80, -6.88, 1.29], [-2.97, -7.38, -0.02], [-2.09, -4.75, 0.37], [-0.84, -1.40, -0.54], [2.64, 0.72, 0.15], [3.14, 2.18, 0.08], [3.04, 2.96, 1.01], [3.62, 2.46, -1.14], [4.08, 3.78, -1.58], [2.93, 4.78, -1.52], [5.23, 4.24, -0.68], [4.57, 3.61, -3.02], [2.66, 0.08, 1.52], [3.55, 0.49, 2.50], [3.58, -0.14, 3.73], [2.73, -1.20, 3.96], [2.77, -1.83, 5.16], [1.85, -1.65, 3.00], [1.82, -1.01, 1.78], [-5.45, 1.76, 0.14], [-4.36, 3.09, 0.57], [-5.05, 2.99, -1.06], [-3.16, 0.90, 0.14], [-3.78, 0.91, -1.51], [-3.14, 4.01, -2.02], [-1.51, 3.56, -2.53], [-2.98, 3.09, -4.35], [-4.09, 2.17, -3.35], [-2.48, 1.53, -3.70], [-1.98, 2.65, 0.93], [-1.79, 4.08, -0.09], [0.26, 2.90, -1.11], [0.43, 3.44, 0.55], [-0.66, 0.66, 0.25], [0.54, 1.28, 1.39], [-0.90, 0.99, -1.95], [-0.18, 0.12, -3.36], [-1.16, -1.94, 2.01], [-1.65, -3.42, 3.94], [-2.08, -7.75, 3.48], [-3.79, -7.25, 3.49], [-2.88, -7.35, 5.02], [-2.02, -7.38, -0.57], [-3.31, -8.40, 0.11], [-3.72, -6.81, -0.58], [-2.20, -5.09, -0.64], [3.27, 0.11, -0.51], [3.55, 1.75, -1.85], [2.11, 4.46, -2.17], [3.26, 5.76, -1.85], [2.56, 4.86, -0.50], [6.04, 3.52, -0.71], [5.60, 5.20, -1.01], [4.88, 4.33, 0.34], [4.92, 4.57, -3.41], [3.77, 3.25, -3.66], [5.39, 2.90, -3.06], [4.21, 1.33, 2.32], [4.27, 0.18, 4.50], [1.20, -2.49, 3.20], [1.13, -1.35, 1.02]],
  "mulliken_charge": [-1.36, -0.91, 0.91, -0.61, -1.32, -1.85, -0.14, -0.47, 0.81, 0.23, -0.74, 0.32, 1.16, -1.13, -0.37, -0.02, -0.42, -0.85, -0.86, 0.49, -0.48, -0.76, 1.30, -0.46, -0.95, -0.34, -0.06, 0.65, -0.40, -0.63, -0.05, 1.39, -1.55, -1.78, -1.83, -0.32, -0.43, -0.98, 0.39, -0.35, -0.90, -0.20, 0.45, 0.27, 0.28, 0.36, 0.54, 0.57, 0.38, 0.44, 0.30, 0.21, 0.48, 0.40, -0.21, 0.61, -0.24, 0.66, -0.64, 0.47, 0.68, 0.45, 0.28, 0.27, 0.30, 0.36, 0.24, 0.36, 0.70, 0.84, 0.48, 0.28, 0.49, 0.33, 0.38, 0.47, 0.38, 0.44, 0.42, 0.42, 0.43, 0.46, 0.57, 0.51]
}